(1)
This record from the Open Molecules 2025 dataset describes 6 unconnected molecules or ions with the total composition C20H56N5O6 at a distorted geometry. The level of theory is the ωB97M-V functional and the def2-TZVPD basis.

Geometry as ORCA input:
```
! RIJCOSX wB97M-V def2-TZVPD def2/J DEFGRID3
* xyz -1 1
O -0.20 0.25 -0.10
H -0.82 0.26 0.70
C -1.80 4.30 2.27
C -1.21 2.93 2.04
C -1.94 1.78 2.79
O -1.67 1.99 4.17
C -2.43 1.15 5.13
N -1.21 2.63 0.67
H -2.88 4.20 1.95
H -1.47 5.13 1.59
H -1.65 4.55 3.46
H -0.01 2.97 2.31
H -1.41 0.86 2.60
H -2.94 1.47 2.62
H -1.74 0.47 5.52
H -3.32 0.74 4.60
H -2.73 1.76 5.98
H -2.27 2.49 0.38
H -0.73 1.78 0.46
C 3.60 0.65 2.28
C 2.45 1.55 2.06
C 2.79 2.85 2.73
O 3.19 2.80 4.09
C 3.86 3.93 4.70
N 2.11 1.76 0.66
H 4.79 1.02 2.15
H 3.66 -0.36 1.79
H 3.90 0.35 3.41
H 1.54 1.09 2.59
H 2.06 3.62 2.62
H 3.75 3.21 2.20
H 3.81 3.30 5.60
H 3.25 4.83 4.48
H 4.70 4.01 4.26
H 1.42 2.50 0.57
H 1.65 0.92 0.34
C -4.88 -1.70 -0.55
C -3.70 -1.07 0.13
C -2.61 -1.99 0.76
O -3.23 -2.76 1.72
C -2.34 -3.70 2.34
N -2.91 -0.27 -0.89
H -5.31 -0.98 -1.27
H -5.64 -2.12 -0.01
H -4.72 -2.62 -1.32
H -3.91 -0.33 0.99
H -1.87 -1.28 1.08
H -2.28 -2.76 -0.02
H -1.84 -4.42 1.60
H -2.72 -4.34 3.03
H -1.65 -3.04 3.00
H -1.93 -0.06 -0.46
H -2.69 -0.94 -1.57
C 1.33 2.23 -4.56
C 0.28 1.80 -3.68
C -0.48 0.60 -4.01
O -1.17 0.93 -5.19
C -1.13 0.00 -6.20
N 0.87 1.78 -2.28
H 2.17 1.52 -4.69
H 1.72 3.04 -4.19
H 1.03 2.63 -5.45
H -0.52 2.52 -3.47
H -1.01 0.51 -3.07
H 0.23 -0.30 -4.24
H -0.08 -0.12 -6.84
H -1.92 0.26 -6.97
H -1.53 -0.97 -5.85
H 0.30 1.03 -1.74
H 1.67 1.20 -2.35
C 1.03 -3.64 -0.06
C 1.52 -2.88 -1.25
C 1.92 -3.80 -2.46
O 3.21 -4.47 -2.10
C 3.58 -5.50 -3.04
N 0.59 -1.98 -1.77
H 1.83 -4.06 0.38
H 0.41 -4.43 -0.29
H 0.57 -2.91 0.54
H 2.21 -2.33 -0.77
H 2.01 -3.10 -3.36
H 1.05 -4.70 -2.52
H 4.37 -5.85 -2.49
H 3.89 -5.07 -3.99
H 3.11 -6.40 -3.06
H 0.09 -1.57 -0.91
H 0.98 -1.30 -2.27
*
```

Computed properties:
Orbital gap   7.8932 eV
Energy above the lowest of the compared OMol25 structures with the same formula, charge and spin   0.00 kJ/mol
Highest occupied orbital energy   -5.132 eV

Here are the Mulliken charges for atoms 1 to 8, given in e:
1 O 0.37
2 H -0.65
3 C -1.46
4 C 1.91
5 C -0.65
6 O -0.43
7 C -0.75
8 N -0.32



(2)
This record from the Open Molecules 2025 dataset describes 8 unconnected molecules or ions with the total composition C20H56O12 at a distorted geometry. The level of theory is the ωB97M-V functional and the def2-TZVPD basis.

Geometry as ORCA input:
```
! RIJCOSX wB97M-V def2-TZVPD def2/J DEFGRID3
* xyz 0 1
C 0.71 1.89 -3.34
C -0.18 2.37 -4.40
C -1.27 3.42 -4.00
O 0.58 3.04 -5.40
H 0.04 1.35 -2.58
H 1.19 2.60 -2.91
H 1.49 1.37 -3.74
H -0.63 1.36 -4.96
H -0.55 4.34 -3.58
H -1.76 3.00 -3.04
H -2.04 3.70 -4.63
H -0.01 3.29 -6.06
C -3.30 -3.35 1.92
C -4.81 -3.21 2.00
C -5.36 -1.81 2.15
O -5.37 -3.78 0.86
H -2.83 -2.96 1.31
H -2.93 -4.32 1.79
H -2.97 -2.92 2.91
H -5.47 -3.89 2.75
H -6.46 -1.96 2.04
H -5.27 -1.23 1.22
H -5.21 -1.10 3.14
H -6.39 -3.89 0.90
C -0.77 -0.74 0.67
C -1.14 0.31 1.65
C -2.09 -0.10 2.71
O 0.12 0.60 2.23
H -0.19 -0.32 -0.13
H -1.65 -1.12 0.20
H -0.26 -1.53 1.26
H -1.72 1.23 1.41
H -1.94 -0.92 3.27
H -3.14 -0.35 2.21
H -2.23 0.72 3.48
H 0.34 1.59 2.21
C 4.34 2.44 -1.61
C 4.08 1.95 -0.19
C 2.63 2.12 0.07
O 4.28 0.55 -0.30
H 4.44 3.60 -1.59
H 3.70 1.90 -2.40
H 5.57 2.17 -1.83
H 4.77 2.10 0.65
H 1.90 1.67 -0.62
H 2.22 3.29 0.17
H 2.41 1.59 0.89
H 4.22 0.27 0.60
O -1.26 -3.09 -2.08
C -1.84 -2.11 -2.86
C -1.28 -2.30 -4.24
O -2.03 -1.62 -5.25
H -2.09 -3.56 -1.77
H -2.87 -2.05 -3.15
H -1.88 -1.03 -2.49
H -1.35 -3.37 -4.54
H -0.29 -1.88 -4.45
H -1.54 -1.45 -6.09
O 1.41 -3.81 -2.20
C 2.22 -2.86 -2.79
C 2.29 -1.54 -2.00
O 3.27 -0.80 -2.67
H 0.52 -3.23 -2.31
H 3.05 -3.24 -2.79
H 1.91 -2.48 -3.71
H 2.58 -1.73 -0.98
H 1.38 -1.30 -1.83
H 3.72 -0.30 -1.77
O 1.67 -1.76 3.75
C 2.76 -1.87 2.93
C 3.63 -0.60 2.93
O 4.77 -0.80 2.06
H 1.39 -0.90 3.32
H 3.50 -2.83 3.00
H 2.43 -1.96 1.77
H 4.03 -0.26 3.92
H 3.02 0.24 2.58
H 5.37 -1.37 2.56
O 0.31 3.13 2.91
C -0.11 3.28 4.19
C -1.59 3.69 4.22
O -2.09 3.80 5.60
H 0.16 4.14 2.42
H 0.12 2.30 4.78
H 0.37 4.10 4.70
H -2.24 3.06 3.53
H -1.64 4.85 3.89
H -2.84 3.21 5.53
*
```

Computed properties:
Orbital gap   8.7375 eV
SMILES string   CC(C)O.CC(C)O.CC(C)O.CC(C)O.OCCO.OCCO.OCCO.OCCO
Energy above the lowest of the compared OMol25 structures with the same formula, charge and spin   1193.48 kJ/mol
Highest occupied orbital energy   -8.702 eV

Here are the Mulliken charges for atoms 1 to 8, given in e:
1 C -1.46
2 C 0.57
3 C -1.14
4 O -0.55
5 H 0.03
6 H 0.86
7 H 0.60
8 H -0.10